No. 1
C8H6O2S | the ωB97M-V functional and the def2-TZVPD basis

Geometry as XYZ:
```
17
C8H6O2S, DFT the ωB97M-V functional and the def2-TZVPD basis
C 1.37480 0.61428 1.81295
C 0.20094 -0.05290 2.17248
C 1.67554 0.81972 0.45975
C -0.66724 -0.59098 1.21850
C 0.74694 0.40115 -0.50988
C -0.48812 -0.29442 -0.15481
C 1.02437 0.97168 -1.68456
C -1.56991 -0.66904 -1.15172
O 1.54472 1.34095 -2.61746
O -1.21914 -0.29380 -2.42235
S -2.00253 -2.42144 -0.86314
H 1.95494 1.14985 2.45320
H -0.15520 -0.11292 3.17628
H 2.37745 1.49286 0.13045
H -1.60485 -1.10357 1.72584
H -2.45111 -0.12495 -0.97430
H -0.74160 -1.12646 -2.77121
```

Calculated values
- energy relative to the best compared isomer or geometry (same formula, charge and spin) (kJ/mol) = 158.2
- HOMO energy (alpha / beta) (eV) = -6.82 / -6.82
- orbital gap (alpha / beta) (eV) = 4.9436 / 4.9371
- net charge = 0



No. 2
C8H6OS | the ωB97M-V functional and the def2-TZVPD basis

Geometry as XYZ:
```
16
C8H6OS, DFT the ωB97M-V functional and the def2-TZVPD basis
C 0.60460 -1.31577 -0.55625
C -0.79921 -1.22503 -0.43920
C 1.34767 -0.20413 -0.23645
C -1.40741 -0.20937 0.08365
C 1.66722 2.03017 0.66893
C -1.49238 2.08649 0.48419
C 0.77042 1.01944 0.14900
C -0.75062 1.05666 0.19213
O 1.55608 3.24561 1.26758
S 0.30220 4.12866 1.97196
H 1.01660 -2.12861 -1.02563
H -1.29303 -2.18444 -0.56925
H 2.41842 -0.43354 -0.04716
H -2.41772 -0.21823 0.31512
H 2.71256 1.99351 0.49720
H -2.06891 2.77665 0.97560
```

Calculated values
- energy relative to the best compared isomer or geometry (same formula, charge and spin) (kJ/mol) = 395.9
- HOMO energy (alpha / beta) (eV) = -7.29 / -7.51
- orbital gap (alpha / beta) (eV) = 6.7693 / 5.3656
- net charge = 0



No. 3
C8H7BF6N3O5OsS3 | the ωB97M-V functional and the def2-TZVPD basis

Geometry as XYZ:
```
34
C8H7BF6N3O5OsS3, DFT the ωB97M-V functional and the def2-TZVPD basis
Os 0.27232 0.14528 -0.46855
O -0.30861 0.30651 1.77646
N 0.03316 1.38075 2.43004
C -0.05744 1.35809 3.77343
C 0.33169 2.42406 4.54383
C 0.84528 3.55929 3.91105
C 0.86812 3.60446 2.53691
C 0.42766 2.51165 1.77588
S 0.26048 2.61171 0.06728
H -0.46951 0.44371 4.17081
H 0.23354 2.37765 5.61742
H 1.19633 4.39820 4.48949
H 1.20204 4.48495 2.01102
F 2.96414 -0.71685 2.70282
C 3.78072 -1.37200 1.87424
F 5.02709 -1.02550 2.16404
F 3.64498 -2.67216 2.11121
S 3.31498 -0.94117 0.10820
O 1.95898 -1.44429 0.00692
O 4.27868 -1.48715 -0.77620
N 3.37606 0.63471 0.23359
S 3.15757 1.40339 -1.12099
O 3.10313 2.80595 -0.91208
O 2.07409 0.79128 -1.87840
C 4.64948 1.09040 -2.22785
F 4.39561 0.11003 -3.07853
F 5.73398 0.79464 -1.52218
F 4.91986 2.18338 -2.93839
B -1.75035 -2.36026 -3.64148
C -1.39158 -1.45587 -2.48970
N -1.11289 -0.74876 -1.60138
H -1.00456 -3.28960 -3.63596
H -1.59135 -1.75778 -4.65752
H -2.88588 -2.69630 -3.55035
```

Calculated values
- HOMO energy (alpha / beta) (eV) = -9.65 / -9.59
- 2S+1 = 2
- orbital gap (alpha / beta) (eV) = 6.7745 / 6.8989
- net charge = 0



No. 4
C8H7BrClN3O2 | the ωB97M-V functional and the def2-TZVPD basis

Geometry as XYZ:
```
22
C8H7BrClN3O2, DFT the ωB97M-V functional and the def2-TZVPD basis
C 1.15979 0.26491 0.66890
C 2.30288 -0.35724 1.09580
C 2.19407 0.54403 -1.47034
C 1.08749 0.80045 -0.64880
C 3.31287 -0.53437 0.15077
C -1.32475 1.52564 -0.73291
C 0.07215 1.81865 -1.05321
C -1.81246 -1.45817 0.82019
N 3.23073 -0.19050 -1.09925
N -2.43285 1.33465 -0.49486
N -3.09044 -1.21464 1.03080
O -3.49087 -0.74601 2.05353
O -3.93463 -1.22993 -0.03201
Cl 4.72434 -1.44671 0.63303
Br -1.32399 -1.95826 -0.92286
H 0.24362 0.16653 1.24219
H 2.37935 -0.62781 2.14054
H 2.27836 0.77392 -2.53473
H 0.39672 2.70196 -0.62404
H -0.05553 1.90059 -2.15554
H -1.13061 -1.39393 1.64773
H -4.78625 -0.67375 0.28506
```

Calculated values
- energy relative to the best compared isomer or geometry (same formula, charge and spin) (kJ/mol) = 0.0
- HOMO energy (eV) = -8.74
- orbital gap (eV) = 8.9888
- net charge = 0



No. 5
C8H7BrClNO | the ωB97M-V functional and the def2-TZVPD basis

Geometry as XYZ:
```
19
C8H7BrClNO, DFT the ωB97M-V functional and the def2-TZVPD basis
C 1.14957 -1.65457 -0.46273
C 2.44328 -1.30295 -0.36652
C 1.90789 0.98731 0.08673
C 0.57557 0.68762 0.11411
C 0.18306 -0.66153 -0.31392
C 2.86347 -0.02480 -0.03625
C -1.93911 0.39319 -0.45195
C -0.53932 1.62103 0.28187
N -1.15444 -0.85538 -0.42336
O -0.63190 2.03391 1.60283
Cl -0.41475 3.06583 -0.88827
Br 4.64353 0.43309 -0.11319
H 0.81266 -2.73664 -0.64351
H 3.23867 -2.00293 -0.49609
H 2.30099 1.93050 0.28962
H -2.84187 0.32839 0.18636
H -2.14086 0.85320 -1.56062
H -1.65775 -1.49746 0.27438
H -0.81400 3.04699 1.59869
```

Calculated values
- HOMO energy (eV) = -8.11
- orbital gap (eV) = 8.6605
- net charge = 0